Record 1
C2H3O3PS2 | wB97M-V/def2-TZVPD

XYZ file:
```
11
C2H3O3PS2 wB97M-V/def2-TZVPD
C 0.008 -2.201 -0.237
C 0.913 0.195 -0.292
O -0.636 2.646 0.006
O -2.279 0.671 -0.008
O -0.694 1.137 2.012
P -1.066 1.333 0.621
S -0.148 -3.809 -0.730
S 1.615 -1.525 -0.243
H 1.484 1.028 0.151
H -0.054 0.227 0.109
H 0.857 0.298 -1.389
```

Calculated values
Net charge: -2
Gap between HOMO and LUMO, eV: 5.1



Record 2
C2H3O3S | wB97M-V/def2-TZVPD

XYZ file:
```
9
C2H3O3S wB97M-V/def2-TZVPD
C 0.174 -0.298 -0.330
C -0.287 0.086 0.857
S -1.419 -1.281 1.968
O -2.742 -1.057 1.389
O -1.115 -0.849 3.341
O -0.825 -2.574 1.651
H 0.884 0.244 -0.999
H 0.166 -1.315 -0.821
H -0.432 1.106 1.322
```

Calculated values
Net charge: -1
Gap between HOMO and LUMO, eV: 9.1
Energy above the lowest of the compared OMol25 structures with the same formula, charge and spin, kJ/mol: 182.5
SMILES: C=CS(=O)(=O)[O-]



Record 3
C2H3O3S | wB97M-V/def2-TZVPD

XYZ file:
```
9
C2H3O3S wB97M-V/def2-TZVPD
C -1.297 -0.059 -0.053
C 0.070 0.351 0.401
O 1.035 -1.399 -1.020
O 2.816 0.153 -0.152
O -0.851 -0.036 1.293
S 1.651 -0.679 0.111
H -1.923 0.855 -0.403
H -1.570 -1.022 -0.548
H 0.069 1.836 0.371
```

Calculated values
Net charge: -1
Gap between HOMO and LUMO, eV: 7.2
Energy above the lowest of the compared OMol25 structures with the same formula, charge and spin, kJ/mol: 422.9



Record 4
C2H3O3Sm | wB97M-V/def2-TZVPD

XYZ file:
```
9
C2H3O3Sm wB97M-V/def2-TZVPD
C -1.513 -0.401 -1.231
O -1.674 0.079 -0.080
H -2.376 -0.566 -1.907
H 0.336 -0.518 -1.368
O 1.408 -0.803 0.826
C 1.550 -0.127 -0.334
O 1.472 1.181 -0.009
Sm -0.046 0.770 1.674
H 2.553 -0.336 -0.758
```

Calculated values
Gap between HOMO and LUMO (alpha / beta), eV: 5.5 / 7.1
Energy above the lowest of the compared OMol25 structures with the same formula, charge and spin, kJ/mol: 29.1
Spin multiplicity: 8



Record 5
C2H3O4 | wB97M-V/def2-TZVPD

XYZ file:
```
9
C2H3O4 wB97M-V/def2-TZVPD
O 2.524 0.533 0.633
C 1.379 0.373 0.179
O 0.883 0.885 -0.838
O 0.704 -0.714 0.744
C -0.191 -1.565 -0.133
O 0.656 -2.587 -0.495
H -0.486 -1.018 -1.037
H -1.001 -1.908 0.529
H 1.356 -2.591 0.261
```

Calculated values
Net charge: -1
Gap between HOMO and LUMO, eV: 8.0
Energy above the lowest of the compared OMol25 structures with the same formula, charge and spin, kJ/mol: 131.2
SMILES: O=C([O-])OCO



Record 6
C2H3O4P | wB97M-V/def2-TZVPD

XYZ file:
```
10
C2H3O4P wB97M-V/def2-TZVPD
C 1.537 0.565 -0.242
C -1.384 -1.062 -0.113
O -2.353 1.531 -0.039
O -3.901 -0.190 -0.988
O -3.133 -0.528 1.443
O -0.131 -0.848 -0.067
P -2.862 0.098 0.052
H 0.973 1.225 0.613
H 1.137 1.070 -1.238
H -1.561 -2.118 -0.171
```

Calculated values
Net charge: -2
Gap between HOMO and LUMO, eV: 6.5
Energy above the lowest of the compared OMol25 structures with the same formula, charge and spin, kJ/mol: 407.8



Record 7
C2H3OPS | wB97M-V/def2-TZVPD

XYZ file:
```
8
C2H3OPS wB97M-V/def2-TZVPD
C 0.960 -0.591 -0.276
C -0.185 -0.643 0.068
O -1.364 1.631 -0.290
P -1.913 -1.019 0.384
S -2.643 0.643 -0.704
H 1.948 -0.675 -0.614
H -0.491 1.233 -0.655
H -2.014 -0.489 1.604
```

Calculated values
Gap between HOMO and LUMO (alpha / beta), eV: 6.0 / 7.2
Energy above the lowest of the compared OMol25 structures with the same formula, charge and spin, kJ/mol: 343.0
Spin multiplicity: 3



Record 8
C2H3OS2 | wB97M-V/def2-TZVPD

XYZ file:
```
8
C2H3OS2 wB97M-V/def2-TZVPD
C -3.224 0.477 -0.168
C -0.148 -0.378 -0.928
O -2.659 1.452 -0.474
S -4.618 -0.192 0.026
S -1.285 -1.268 0.204
H 0.754 -0.482 -0.320
H -0.703 0.676 -0.867
H -0.231 -0.923 -1.944
```

Calculated values
Net charge: -1
Gap between HOMO and LUMO, eV: 6.5
Energy above the lowest of the compared OMol25 structures with the same formula, charge and spin, kJ/mol: 138.2